The following is a quantum chemistry calculation of the molecule C4H3N3O in a non-equilibrium geometry, from OMol25.

## Properties
SMILES string: c1cn2cnnc2o1
Frontier orbital gap: 9.669 eV
Relative energy (zero: lowest compared OMol25 entry of this formula, charge and spin): 2.761 eV
E: -393.61794 a.u.
Charge: 0
Spin multiplicity: 1

Structure (XYZ):
```
11
Properties=species:S:1:pos:R:3:forces:R:3
C 0.03637 1.77828 0.21467 -1.08 -0.73 -1.69
C -0.82018 0.85785 -0.34910 -0.30 3.54 -0.41
C -0.34762 -1.67028 -0.23268 -4.62 -3.63 1.13
C 0.99728 -0.07550 0.34450 -0.75 -7.99 -0.39
H 0.12839 2.81502 -0.08458 -0.05 -0.04 0.84
H -1.64129 1.18617 -1.00139 0.22 -0.80 0.63
H -1.45721 -2.13341 -0.42757 3.28 1.04 0.30
N -0.22219 -0.34167 -0.21570 0.64 0.62 -0.26
N 0.63768 -2.27228 0.45436 -0.75 2.45 -3.26
N 1.53674 -1.26240 0.59928 2.34 1.34 2.73
O 1.15203 1.11821 0.69822 1.09 4.19 0.38
```
Positions in Å, forces in eV/Å.